Entry 1:
The following is a quantum chemistry calculation of a molecular structure, C68H122ClF16N18O36S16, from OMol25.

## Properties
- total charge = +1
- multiplicity = 1
- LUMO energy (Eh) = -0.1930

Element x y z (Å)
C 3.04477 18.22323 28.42344
C 2.72524 17.50775 27.13020
N 1.45623 16.72691 27.09229
C 1.47912 15.82384 25.91778
C 1.33848 16.05176 28.37749
C 2.43751 14.97027 28.53412
C 0.39259 17.72664 26.89824
C -1.04579 17.27336 26.76929
O -1.30885 16.84973 25.43936
C -2.61270 16.25970 25.33286
H 2.25940 18.92103 28.74538
H 3.85671 18.86571 28.11640
H 3.28422 17.56725 29.26666
H 3.55272 16.86576 26.82063
H 2.66582 18.22843 26.33211
H 0.71640 15.01662 26.07808
H 2.43031 15.25591 25.98014
H 1.36511 16.41862 24.99668
H 0.33044 15.58588 28.46251
H 1.37531 16.72889 29.25164
H 3.41152 15.43933 28.52965
H 2.43118 14.20769 27.76602
H 2.26472 14.49403 29.47650
H 0.63669 18.24127 25.99894
H 0.36334 18.46604 27.66719
H -1.62235 18.13582 27.12624
H -1.29495 16.47431 27.45136
H -2.64441 16.03219 24.22607
H -3.41730 16.97628 25.70701
H -2.69814 15.25549 25.85632
C -5.28156 17.40017 30.22906
C -5.54802 16.86988 31.54613
N -5.90735 15.39383 31.61346
C -4.71140 14.62844 31.10666
C -6.30445 15.03371 32.99603
C -5.24928 15.26814 34.00852
C -6.99042 15.04280 30.67979
C -8.33324 15.75167 30.70031
O -8.55154 16.36992 29.41019
C -9.95973 16.49485 29.23849
H -6.01580 17.07263 29.46930
H -4.30637 17.21567 29.88865
H -5.46758 18.51237 30.29151
H -6.41874 17.36219 31.88745
H -4.77083 17.03444 32.30580
H -4.62081 14.91427 30.07634
H -4.86216 13.55846 31.28244
H -3.81488 15.00050 31.61465
H -6.56133 13.94008 32.89107
H -7.25199 15.51433 33.20258
H -5.06709 16.34738 34.06473
H -4.28157 14.78487 33.88925
H -5.67488 14.99057 34.98228
H -7.23519 13.95496 30.90152
H -6.60421 15.02895 29.61652
H -8.39953 16.55444 31.53442
H -9.09180 15.00844 30.79817
H -10.16218 17.00874 28.30086
H -10.48599 17.03555 30.05582
H -10.41504 15.48326 29.19312
C -8.49440 20.10531 30.38387
C -9.77914 20.88617 30.73048
N -9.58249 22.37684 31.16145
C -8.23190 22.57709 31.69262
C -9.77852 23.23705 29.97819
C -9.59119 24.67974 30.28198
C -10.57271 22.68059 32.22205
C -12.01080 22.35406 31.97422
O -12.66517 23.29113 31.05496
C -14.10838 23.19965 31.20285
H -8.88070 19.15332 29.99715
H -7.77272 19.90236 31.15763
H -8.02437 20.45426 29.50094
H -10.30425 20.48762 31.56227
H -10.48810 20.80172 29.93694
H -8.11162 23.50096 32.22847
H -7.53272 22.54807 30.88108
H -8.02804 21.79800 32.41939
H -10.77346 23.13293 29.67412
H -9.04936 22.88226 29.22542
H -9.76599 25.24884 29.35518
H -8.56310 24.98627 30.58658
H -10.37768 25.07604 30.82852
H -10.55703 23.73547 32.39905
H -10.27527 22.13641 33.05318
H -12.44817 22.41590 32.94116
H -12.20566 21.36768 31.64053
H -14.43508 22.33954 30.62990
H -14.45364 24.10064 30.76123
H -14.31716 23.20114 32.24413
C -3.87791 21.06169 26.43090
C -5.00179 22.06124 26.55383
N -4.84499 23.27613 27.51408
C -3.77491 24.19045 26.95726
C -6.16651 23.99650 27.54003
C -6.62443 24.58162 26.19424
C -4.50211 22.98391 28.93603
C -5.15900 21.72210 29.49133
O -4.45781 20.52191 29.21988
C -3.46606 20.26529 30.19179
H -3.35353 20.75905 27.33351
H -3.05874 21.54078 25.84716
H -4.21675 20.09481 26.04912
H -5.90786 21.58631 26.89380
H -5.19723 22.44565 25.55919
H -3.70042 24.01670 25.89490
H -2.81762 23.95565 27.48269
H -3.93206 25.23247 27.21341
H -6.08020 24.75489 28.30986
H -6.87748 23.25898 27.83479
H -7.39393 25.25867 26.46688
H -7.09360 23.81953 25.58995
H -5.85080 25.12144 25.66636
H -4.87276 23.82598 29.52132
H -3.41001 22.92680 28.99174
H -6.15653 21.59628 29.17735
H -5.12798 21.84350 30.59230
H -2.70136 21.04692 30.24360
H -3.10443 19.29342 29.94194
H -3.87112 20.13610 31.20147
C -2.66144 27.34767 23.10477
N -2.58404 27.62034 24.51469
C -1.45451 27.29560 25.17232
C -1.29687 27.50825 26.51840
C -2.24447 28.16921 27.23208
C -3.35432 28.64904 26.48629
C -3.49800 28.36937 25.17018
C -2.25507 28.22525 28.70742
C -2.73677 29.35200 29.41475
C -2.86904 29.28165 30.79878
N -2.45771 28.25628 31.49765
C -1.93388 27.17938 30.84997
C -1.87094 27.15103 29.48477
C -2.38404 28.27319 32.97829
H -3.63210 26.89445 22.94897
H -1.97943 26.59161 22.77403
H -2.59275 28.24666 22.44210
H -0.77969 26.63404 24.58762
H -0.31763 27.17523 26.90252
H -4.16895 29.22417 26.89381
H -4.36046 28.63877 24.50732
H -3.19052 30.14475 28.87230
H -3.23730 30.09681 31.40734
H -1.77002 26.33974 31.48327
H -1.61310 26.21941 29.01278
H -3.24089 27.74815 33.36322
H -2.36633 29.28960 33.31563
H -1.40985 27.88713 33.20024
C 1.54408 22.16233 22.98287
N 2.36564 23.15684 22.29502
C 3.67654 23.03806 22.37170
C 4.54432 23.83716 21.65773
C 3.93327 24.70799 20.74006
C 2.55077 24.90932 20.77596
C 1.74604 24.13846 21.61305
C 4.59049 25.52460 19.70391
C 5.57861 26.42916 19.96641
C 6.09223 27.14297 18.93834
N 5.72463 26.91939 17.66902
C 4.78916 25.99883 17.34695
C 4.20220 25.27282 18.38065
C 6.33995 27.72147 16.59128
H 2.15572 21.28287 23.04085
H 0.62229 22.12260 22.41491
H 1.28365 22.54458 23.96987
H 4.03803 22.34093 23.09585
H 5.63611 23.72556 21.81188
H 2.08010 25.66516 20.15456
H 0.65933 24.14656 21.70995
H 5.91369 26.55166 20.95571
H 6.82582 27.87551 19.08754
H 4.48799 25.85934 16.33591
H 3.45337 24.54336 18.18339
H 6.86421 27.07869 15.90298
H 6.93102 28.49201 16.95768
H 5.51753 28.22587 16.06191
C -8.93849 23.46543 21.09876
N -7.62019 22.76506 21.17706
C -6.72936 23.33748 21.93246
C -5.50889 22.67986 22.23306
C -5.24696 21.40431 21.63380
C -6.26950 20.83748 20.92335
C -7.48906 21.51454 20.75081
C -4.06693 20.55892 21.90109
C -3.36590 20.44954 23.07555
C -2.33752 19.58764 23.22940
N -1.98453 18.78075 22.21766
C -2.65466 18.80319 21.05833
C -3.64324 19.70116 20.91517
C -0.80705 17.90098 22.21510
H -9.31758 23.38631 22.11526
H -9.63702 22.98605 20.43646
H -8.74825 24.47908 20.76878
H -6.99419 24.30003 22.25727
H -4.69582 23.19929 22.80944
H -6.15820 19.82287 20.56535
H -8.38219 21.09107 20.26647
H -3.66007 21.06486 23.85166
H -1.75657 19.66695 24.13190
H -2.36742 18.07415 20.33793
H -4.09844 19.59503 19.90699
H -0.02179 18.35800 22.78522
H -0.48139 17.76484 21.21329
H -1.02070 16.90421 22.62070
N -0.38150 15.81221 31.01118
S -1.64510 16.77642 30.93319
O -2.67372 16.64117 31.86598
O -2.02359 16.78024 29.56395
F -1.07585 18.20282 31.24396
S -0.33274 14.63361 32.02968
O 0.79479 13.83351 31.62440
O -1.60257 13.91733 32.25915
F -0.04755 15.26124 33.47137
N -7.67977 20.29488 25.07113
S -7.97444 19.06800 23.94336
O -8.56453 17.84681 24.37029
O -6.74496 18.95412 23.20885
F -8.97131 19.79577 22.95989
S -8.55556 20.35997 26.34936
O -8.27674 21.61391 27.04826
O -8.38638 19.08865 27.05473
F -9.98646 20.46951 25.75169
N 0.55400 22.72883 26.01381
S 0.32454 21.32368 26.48428
O 1.36436 20.79093 27.27164
O -0.03822 20.56198 25.27932
F -0.90528 21.27682 27.44230
S 0.40253 23.97430 26.86621
O -0.80494 23.89794 27.59587
O 0.80114 25.10093 26.08913
F 1.56246 23.87483 27.89857
N -4.92408 27.86659 20.50762
S -5.36447 26.51562 19.97973
O -6.63478 25.97562 20.39780
O -4.26105 25.60952 19.88863
F -5.76476 26.93684 18.39494
S -5.67523 28.66096 21.63090
O -4.70084 29.48982 22.31946
O -6.64737 27.97675 22.46155
F -6.32036 29.71527 20.67333
N -5.99620 29.34134 27.57343
S -6.24991 27.96350 28.20810
O -5.05032 27.20395 28.17947
O -7.49588 27.29580 27.84595
F -6.53850 28.35095 29.74873
S -6.97692 30.61355 27.76778
O -6.30407 31.80094 27.34399
O -7.69052 30.71512 29.01755
F -8.14464 30.24760 26.71415
N -8.64301 18.32966 32.83547
S -10.20708 18.11619 33.51071
O -11.14132 17.99804 32.44222
O -10.49392 18.82040 34.73160
F -10.04098 16.52641 34.07019
S -7.68343 19.22142 33.68135
O -8.31167 20.07179 34.64228
O -6.61671 19.75458 32.85693
F -6.98053 17.93535 34.56264
N 3.47994 17.45736 23.63029
S 4.05404 18.90967 23.47760
O 5.49991 18.98436 23.62031
O 3.15643 19.86339 24.32027
F 3.81851 19.39505 21.99117
S 4.37918 16.02625 23.46409
O 4.48312 15.28611 24.70287
O 5.48475 16.22469 22.56772
F 3.28254 15.23419 22.67899
N -5.29948 24.33175 32.44175
S -5.50539 25.69334 31.77849
O -5.90415 25.37858 30.47795
O -4.77857 26.80804 32.22714
F -7.11877 26.01273 32.44263
S -3.64235 23.84550 32.61278
O -2.66653 24.67624 32.13544
O -3.56924 22.46486 32.50248
F -3.22382 23.92570 34.11681
Cl -1.62184 23.84544 23.01026


Entry 2:
The following is a quantum chemistry calculation of a single C3H6F3NO molecule, from OMol25.

## Properties
- ΔE to the lowest compared entry with this formula, charge and spin (kJ/mol) = 294.3
- total charge = 0
- structure (SMILES) = C[C@@H](NF)C(O)(F)F
- multiplicity = 1
- LUMO energy (Eh) = 0.0251

Element x y z (Å)
C 1.52003 0.26325 -0.02023
C 0.11250 0.49016 0.41453
N -0.31077 1.56894 -0.33919
F -1.66161 1.98212 0.02000
C -0.88975 -0.86988 0.01722
O -0.24804 -1.99413 0.28744
F -2.04882 -0.75468 0.79450
F -1.31177 -0.76390 -1.28840
H 2.27143 0.86942 0.62134
H 1.62979 0.71484 -1.03757
H 1.94419 -0.68199 0.30030
H -0.07682 0.42750 1.52055
H -0.27212 1.53065 -1.30976
H -0.65826 -2.78231 0.01928


Entry 3:
The following is a quantum chemistry calculation of 2 unconnected molecules or ions with the total composition C2H2N2O2, from OMol25.

## Properties
- ΔE to the lowest compared entry with this formula, charge and spin (kJ/mol) = 492.5
- total charge = 0
- structure (SMILES) = OC1=NO1.C#N
- multiplicity = 1
- LUMO energy (Eh) = 0.0047

Element x y z (Å)
O 1.54004 0.04918 0.65942
C 0.51996 -0.63979 0.19869
N 0.18604 -1.55530 -0.58696
O -0.69621 -0.80879 0.65451
H 2.24017 -0.59251 0.83909
C -1.28388 1.16051 -0.56922
N -0.21045 1.35004 -0.94946
H -2.29567 1.03666 -0.24605


Entry 4:
The following is a quantum chemistry calculation of a gas-phase ion, CH2NO3S (charge -1), from OMol25.

## Properties
- ΔE to the lowest compared entry with this formula, charge and spin (kJ/mol) = 136.5
- total charge = -1
- multiplicity = 1
- LUMO energy (Eh) = 0.1458

Element x y z (Å)
C 0.72623 -0.43912 -0.71026
N -0.57647 -0.28232 -0.39874
O -2.73594 -1.95194 -0.71989
O 1.22968 -0.89041 -1.75179
O -2.93205 0.51198 -1.56985
S -1.97730 -0.93619 -1.47743
H 1.46279 -0.04558 0.10802
H -0.80622 -0.23520 0.58546


Frontier orbital gap readings, ordered: 5.21 10.26 10.17 8.24 eV
E readings, ordered: -402373.89811 -14895.61781 -9176.68187 -19537.48785 eV
M readings, ordered: 2620.3 129.1 86.0 108.1 g/mol